Version a
# C12H18N6

A cluster of 6 separate species, C12H18N6 in total (ωB97M-V/def2-TZVPD, the OMol25 dataset).

Geometry (Å):
C (3.918, 4.552, 14.876)
C (4.522, 3.274, 14.501)
N (5.046, 2.288, 14.250)
H (4.682, 5.320, 14.765)
H (3.541, 4.493, 15.888)
H (3.123, 4.819, 14.180)
C (0.595, 9.355, 20.764)
C (0.134, 8.057, 20.311)
N (-0.193, 7.037, 19.935)
H (1.675, 9.416, 20.625)
H (0.378, 9.485, 21.821)
H (0.112, 10.148, 20.201)
C (0.580, 3.572, 18.046)
C (1.530, 3.657, 19.136)
N (2.304, 3.743, 19.978)
H (-0.164, 2.797, 18.173)
H (1.147, 3.347, 17.128)
H (0.145, 4.552, 17.865)
C (2.925, 7.323, 18.056)
C (3.742, 7.576, 16.862)
N (4.377, 7.815, 15.941)
H (2.071, 7.988, 18.018)
H (3.542, 7.432, 18.943)
H (2.626, 6.276, 18.020)
C (-2.137, 1.581, 22.207)
C (-1.472, 1.357, 20.925)
N (-0.945, 1.183, 19.921)
H (-1.562, 1.099, 22.992)
H (-3.127, 1.131, 22.167)
H (-2.233, 2.648, 22.378)
C (4.008, 1.775, 17.563)
C (4.779, 2.996, 17.763)
N (5.361, 3.997, 17.893)
H (3.520, 1.471, 18.484)
H (4.632, 0.996, 17.141)
H (3.215, 2.024, 16.854)

Results
HOMO energy in hartree: -0.417
Kohn-Sham gap in eV: 11.7
Lowest unoccupied orbital energy in eV: 0.402

Version b
# C12H18N6

A cluster of 6 separate species, C12H18N6 in total (ωB97M-V/def2-TZVPD, the OMol25 dataset).

Geometry (Å):
C (-1.087, 0.130, 3.627)
C (-0.588, -0.827, 2.670)
N (-0.080, -1.554, 1.919)
H (-0.968, -0.347, 4.584)
H (-2.115, 0.337, 3.416)
H (-0.501, 1.034, 3.538)
C (-3.009, 0.778, -2.879)
C (-2.140, 1.633, -2.106)
N (-1.459, 2.350, -1.514)
H (-2.805, -0.273, -2.666)
H (-2.792, 1.038, -3.928)
H (-4.045, 1.055, -2.710)
C (0.868, 0.398, -0.642)
C (0.699, 1.280, 0.487)
N (0.609, 1.913, 1.446)
H (0.949, -0.616, -0.295)
H (1.769, 0.601, -1.245)
H (0.010, 0.361, -1.294)
C (-0.841, 5.292, 0.739)
C (0.048, 6.235, 0.054)
N (0.774, 6.916, -0.548)
H (-0.311, 4.827, 1.562)
H (-1.129, 4.507, 0.030)
H (-1.712, 5.817, 1.060)
C (-1.153, -4.110, 0.133)
C (-1.212, -4.562, -1.247)
N (-1.174, -4.910, -2.377)
H (-2.150, -4.214, 0.564)
H (-0.730, -3.115, 0.035)
H (-0.500, -4.772, 0.682)
C (4.921, -2.937, -0.424)
C (3.534, -2.759, -0.711)
N (2.443, -2.477, -0.999)
H (5.260, -2.220, 0.334)
H (5.553, -2.866, -1.295)
H (5.064, -3.945, 0.002)

Results
HOMO energy in hartree: -0.408
Kohn-Sham gap in eV: 11.5
Lowest unoccupied orbital energy in eV: 0.404

We find version a to be the most stable, with the next structure 24.8 kJ/mol higher.

Version a
# C4H7N2O

The ion C4H7N2O with charge +1 (ωB97M-V/def2-TZVPD, the OMol25 dataset).

Geometry (Å):
C (-3.568, 0.869, -0.072)
C (-2.552, 0.230, 0.138)
C (-1.277, -0.376, 0.100)
N (-1.287, -1.741, 0.032)
N (-0.093, 0.255, -0.040)
O (1.122, -0.431, -0.149)
C (2.263, 0.448, 0.107)
H (-4.551, 1.184, -0.275)
H (-2.081, -2.348, -0.160)
H (-0.439, -2.159, -0.303)
H (0.067, 1.231, -0.268)
H (2.988, -0.352, 0.185)
H (2.218, 1.202, 1.017)
H (2.374, 0.862, -0.902)

Results
Charge: +1
HOMO energy in hartree: -0.533
Kohn-Sham gap in eV: 9.8
Lowest unoccupied orbital energy in eV: -4.721

Version b
# C4H7N2O

The ion C4H7N2O with charge +1 (ωB97M-V/def2-TZVPD, the OMol25 dataset).

Geometry (Å):
C (1.088, -1.279, -0.998)
N (0.276, -0.269, -0.285)
C (-0.989, 0.309, -0.613)
C (-1.229, 1.201, 0.562)
C (-0.232, 1.074, 1.454)
N (0.686, 0.229, 0.925)
O (1.708, -0.167, 1.500)
H (0.446, -2.169, -1.139)
H (1.601, -0.961, -1.927)
H (1.833, -1.534, -0.283)
H (-1.866, -0.326, -0.652)
H (-1.037, 0.695, -1.613)
H (-2.200, 1.837, 0.617)
H (-0.086, 1.360, 2.452)

Results
Charge: +1
HOMO energy (alpha / beta) in hartree: -0.572 / -0.572
Kohn-Sham gap (alpha / beta) in eV: 9.5 / 9.5
Lowest unoccupied orbital energy (alpha / beta) in eV: -6.092 / -6.091

Version c
# C4H7N2O

A structure of composition C4H7N2O (ωB97M-V/def2-TZVPD, the OMol25 dataset).

Geometry (Å):
C (-0.251, 0.854, -0.091)
C (-2.123, 0.493, 0.032)
C (1.148, 0.963, -0.233)
C (-0.860, -1.704, 0.136)
N (-1.075, -0.251, -0.044)
N (-1.327, 1.667, -0.125)
O (-4.027, 0.295, 0.409)
H (1.719, 0.369, -0.905)
H (1.629, 0.866, 0.705)
H (1.315, 1.970, -0.765)
H (-0.435, -1.823, 1.161)
H (-1.752, -2.234, 0.087)
H (-0.172, -2.130, -0.565)
H (-1.347, 2.736, 0.081)

Results
Charge: +1
HOMO energy (alpha / beta) in hartree: -0.581 / -0.506
Kohn-Sham gap (alpha / beta) in eV: 10.0 / 7.3
Lowest unoccupied orbital energy (alpha / beta) in eV: -5.775 / -6.416

Version d
# C4H7N2O

The ion C4H7N2O with charge +1 (ωB97M-V/def2-TZVPD, the OMol25 dataset).

Geometry (Å):
C (1.711, -0.863, 1.545)
N (0.819, -0.335, 0.854)
C (-0.532, -0.603, 0.482)
N (-0.432, 0.455, -0.458)
C (-1.381, 0.788, -1.529)
C (0.800, 0.863, -0.108)
O (1.639, 1.669, -0.430)
H (1.462, -1.852, 2.024)
H (2.583, -0.301, 1.893)
H (-1.204, -0.537, 1.257)
H (-0.636, -1.584, -0.102)
H (-1.590, 1.847, -1.649)
H (-0.979, 0.323, -2.475)
H (-2.262, 0.131, -1.303)

Results
Charge: +1
HOMO energy in hartree: -0.546
Kohn-Sham gap in eV: 9.3
Lowest unoccupied orbital energy in eV: -5.557

We find version d to be the most stable, with the next structure 160.2 kJ/mol higher.

Version a
# C4H4IN

A cluster of 2 separate species, C4H4IN in total (ωB97M-V/def2-TZVPD, the OMol25 dataset).

Geometry (Å):
C (-3.820, 1.093, 0.825)
C (0.309, 0.236, -0.093)
C (-0.261, -0.468, 0.826)
C (1.677, -0.019, -0.769)
N (-2.879, 0.460, 0.614)
I (-0.887, -1.716, 2.249)
H (-0.217, 0.807, -0.819)
H (2.524, 0.057, -0.083)
H (1.784, -1.017, -1.123)
H (1.770, 0.567, -1.628)

Results
HOMO energy (alpha / beta) in hartree: -0.300 / -0.300
Kohn-Sham gap (alpha / beta) in eV: 5.5 / 5.5
Lowest unoccupied orbital energy (alpha / beta) in eV: -2.684 / -2.686

Version b
# C4H4IN

A cluster of 2 separate species, C4H4IN in total (ωB97M-V/def2-TZVPD, the OMol25 dataset).

Geometry (Å):
C (-1.181, 1.640, -0.136)
C (0.817, -0.862, 0.043)
C (1.880, -0.666, 0.779)
C (-1.466, 0.441, -0.756)
N (-0.916, 2.649, 0.329)
I (-2.896, -0.959, 0.048)
H (-1.332, 0.595, -1.773)
H (0.359, -1.598, -0.696)
H (2.163, 0.164, 1.283)
H (2.571, -1.404, 0.880)

Results
HOMO energy (alpha / beta) in hartree: -0.333 / -0.330
Kohn-Sham gap (alpha / beta) in eV: 8.7 / 7.6
Lowest unoccupied orbital energy (alpha / beta) in eV: -0.381 / -1.410

We find version b to be the most stable, with the next structure 82.3 kJ/mol higher.

Version a
# C10H8N2

The molecule C10H8N2 (ωB97M-V/def2-TZVPD, the OMol25 dataset).

Geometry (Å):
C (-3.481, 0.039, -0.068)
C (-2.815, 1.124, 0.381)
C (-1.399, 1.154, 0.355)
C (-0.739, -0.078, 0.037)
C (0.794, -0.039, 0.002)
N (1.403, 1.099, -0.387)
C (2.681, 1.092, -0.462)
C (3.493, 0.022, -0.014)
C (2.725, -1.116, 0.434)
N (1.324, -1.057, 0.411)
C (-1.350, -1.162, -0.378)
C (-2.748, -1.135, -0.379)
H (-4.451, 0.054, 0.014)
H (-3.540, 2.076, 0.818)
H (-0.877, 2.022, 0.409)
H (3.321, 2.098, -0.643)
H (4.615, 0.067, 0.045)
H (3.112, -1.958, 0.793)
H (-1.008, -2.032, -0.518)
H (-3.236, -2.025, -0.528)

Results
HOMO energy in hartree: -0.325
Kohn-Sham gap in eV: 9.3
Lowest unoccupied orbital energy in eV: 0.452

Version b
# C10H8N2

The molecule C10H8N2 (ωB97M-V/def2-TZVPD, the OMol25 dataset).

Geometry (Å):
C (3.483, -0.028, 0.048)
C (2.830, 1.146, -0.506)
C (1.391, 1.086, -0.478)
C (0.712, 0.019, -0.106)
C (-0.840, -0.024, 0.028)
N (-1.353, -1.047, -0.614)
C (-2.721, -0.957, -0.670)
C (-3.430, 0.040, 0.025)
C (-2.707, 0.973, 0.622)
N (-1.374, 0.999, 0.624)
C (1.391, -1.097, 0.486)
C (2.748, -1.088, 0.484)
H (4.353, -0.073, 0.037)
H (3.311, 2.003, -0.841)
H (0.777, 2.122, -0.969)
H (-3.117, -1.712, -0.968)
H (-4.614, -0.129, 0.004)
H (-3.000, 1.835, 1.294)
H (1.010, -2.079, 0.663)
H (3.225, -2.058, 1.112)

Results
HOMO energy in hartree: -0.329
Kohn-Sham gap in eV: 9.4
Lowest unoccupied orbital energy in eV: 0.428

We find version a to be the most stable, with the next structure 152.5 kJ/mol higher.

Version a
# C3H2N2O2

A cluster of 2 separate species, C3H2N2O2 in total (ωB97M-V/def2-TZVPD, the OMol25 dataset).

Geometry (Å):
N (0.523, -1.663, -0.126)
C (0.614, -0.657, -0.830)
C (0.961, 0.557, -1.162)
O (0.994, 1.600, -1.780)
H (1.187, -1.932, 0.632)
N (-0.862, 0.844, 1.499)
C (-1.307, 0.639, 0.413)
O (-1.833, 0.439, -0.583)
H (-0.278, 0.172, 1.937)

Results
HOMO energy in hartree: -0.321
Kohn-Sham gap in eV: 7.1
Lowest unoccupied orbital energy in eV: -1.617

Version b
# C3H2N2O2

The molecule C3H2N2O2 (ωB97M-V/def2-TZVPD, the OMol25 dataset).

Geometry (Å):
H (-0.721, -1.310, -0.997)
N (-1.336, -0.573, -0.664)
C (-0.703, 0.325, -0.066)
C (-1.410, 1.322, 0.706)
N (-1.916, 1.666, 1.678)
O (0.644, 0.486, 0.219)
C (1.560, -0.421, -0.197)
O (1.339, -1.406, -0.838)
H (2.543, -0.091, 0.159)

Results
HOMO energy in hartree: -0.420
Kohn-Sham gap in eV: 11.3
Lowest unoccupied orbital energy in eV: -0.152

We find version b to be the most stable, with the next structure 213.8 kJ/mol higher.

Version a
# C3H2N2O2

The molecule C3H2N2O2 (ωB97M-V/def2-TZVPD, the OMol25 dataset).

Geometry (Å):
N (0.745, 0.963, 0.674)
C (0.302, -0.134, 0.047)
O (-0.699, 0.230, -0.782)
C (-1.281, -0.883, -1.385)
O (-0.805, -1.967, -1.453)
C (2.017, -0.220, 2.352)
N (1.559, 0.676, 1.714)
H (0.417, 1.926, 0.610)
H (-2.257, -0.590, -1.776)

Results
HOMO energy in hartree: -0.365
Kohn-Sham gap in eV: 10.3
Lowest unoccupied orbital energy in eV: 0.332

Version b
# C3H2N2O2

The molecule C3H2N2O2 (ωB97M-V/def2-TZVPD, the OMol25 dataset).

Geometry (Å):
O (0.959, 1.930, 1.536)
C (0.414, 0.858, 1.534)
C (0.028, 0.176, 0.260)
N (0.103, -1.091, 0.001)
C (-0.301, -1.116, -1.309)
N (-0.624, 0.045, -1.805)
O (-0.397, 0.914, -0.761)
H (0.168, 0.300, 2.451)
H (-0.351, -2.016, -1.908)

Results
HOMO energy in hartree: -0.410
Kohn-Sham gap in eV: 10.6
Lowest unoccupied orbital energy in eV: -0.550

We find version b to be the most stable, with the next structure 282.0 kJ/mol higher.

Version a
# C3H2N2O2

A structure of composition C3H2N2O2 (ωB97M-V/def2-TZVPD, the OMol25 dataset).

Geometry (Å):
C (0.212, -0.871, -0.204)
C (0.758, 0.473, 0.436)
C (-0.202, 1.620, 0.802)
H (-1.615, -2.449, -2.360)
H (0.861, -1.968, 0.221)
N (-0.795, -0.875, -1.024)
N (-0.816, 2.555, 1.010)
O (-0.945, -2.337, -1.460)
O (1.873, 0.503, 0.964)

Results
HOMO energy in hartree: -0.415
Kohn-Sham gap in eV: 9.9
Lowest unoccupied orbital energy in eV: -1.432

Version b
# C3H2N2O2

The molecule C3H2N2O2 (ωB97M-V/def2-TZVPD, the OMol25 dataset).

Geometry (Å):
C (-0.480, 0.959, -0.720)
C (0.042, 0.001, 0.196)
C (0.583, 0.531, 1.395)
N (1.117, 1.006, 2.307)
N (0.100, -1.371, -0.187)
O (0.711, -2.137, 0.528)
O (-0.573, -1.678, -1.148)
H (-0.731, 0.719, -1.802)
H (-0.768, 1.970, -0.570)

Results
HOMO energy in hartree: -0.410
Kohn-Sham gap in eV: 9.4
Lowest unoccupied orbital energy in eV: -1.770

We find version b to be the most stable, with the next structure 10.2 kJ/mol higher.

Version a
# C3H2N2O2

The molecule C3H2N2O2 (ωB97M-V/def2-TZVPD, the OMol25 dataset).

Geometry (Å):
N (-2.516, -0.188, -0.945)
C (-1.342, -0.330, -0.759)
N (-0.110, -0.362, -0.617)
C (0.448, 0.298, 0.486)
O (-0.167, 0.950, 1.292)
C (1.967, 0.139, 0.512)
O (2.637, 0.699, 1.335)
H (-3.213, -0.840, -1.245)
H (2.380, -0.515, -0.282)

Results
HOMO energy in hartree: -0.376
Kohn-Sham gap in eV: 9.5
Lowest unoccupied orbital energy in eV: -0.721

Version b
# C3H2N2O2

The molecule C3H2N2O2 (ωB97M-V/def2-TZVPD, the OMol25 dataset).

Geometry (Å):
N (2.539, -0.343, -0.542)
C (1.447, 0.111, -0.194)
C (0.359, 0.275, 0.625)
O (-0.639, 1.071, 0.037)
C (-1.200, -0.024, -0.695)
N (-0.992, -1.162, -0.336)
O (-0.164, -0.853, 0.890)
H (0.644, 0.661, 1.672)
H (-1.993, 0.264, -1.458)

Results
HOMO energy in hartree: -0.414
Kohn-Sham gap in eV: 11.7
Lowest unoccupied orbital energy in eV: 0.418

Version c
# C3H2N2O2

The molecule C3H2N2O2 (ωB97M-V/def2-TZVPD, the OMol25 dataset).

Geometry (Å):
O (-0.365, 1.465, -1.961)
C (-0.327, 0.808, -0.962)
N (-1.261, 0.787, 0.110)
C (-0.804, -0.089, 0.929)
N (0.382, -0.738, 0.596)
C (0.834, -0.197, -0.596)
O (1.852, -0.419, -1.201)
H (-1.289, -0.298, 1.875)
H (0.977, -1.318, 1.210)

Results
HOMO energy in hartree: -0.368
Kohn-Sham gap in eV: 9.0
Lowest unoccupied orbital energy in eV: -1.000

Version d
# C3H2N2O2

The molecule C3H2N2O2 (ωB97M-V/def2-TZVPD, the OMol25 dataset).

Geometry (Å):
N (-1.280, -0.226, 0.003)
C (-0.045, 0.213, 0.325)
O (0.825, -0.659, -0.201)
C (2.136, -0.188, -0.086)
O (3.012, -0.668, -0.722)
C (-2.304, 0.643, 0.194)
N (-3.152, 1.420, 0.311)
H (-1.462, -1.063, -0.552)
H (2.180, 0.650, 0.624)

Results
HOMO energy in hartree: -0.392
Kohn-Sham gap in eV: 10.9
Lowest unoccupied orbital energy in eV: 0.266

We find version c to be the most stable, with the next structure 114.0 kJ/mol higher.